59
Properties=species:S:1:pos:R:3:forces:R:3 method="wB97M-V/def2-TZVPD" spin_multiplicity=1 homo_lumo_gap_ev=8.8 charge=+1 max_force_ev_per_a=0.87 homo_ev=-12.95 energy_ha=-2546.32038 mol_weight_g_mol=528.1
P -0.26639 1.86948 1.12274 -0.11 -0.86 0.07
P 1.36623 3.15177 0.35090 0.01 0.55 -0.13
F 8.18612 -2.27645 5.02952 -0.04 -0.05 -0.01
F -2.03885 -1.18866 -1.72378 -0.04 -0.05 -0.18
F 7.46203 -3.43269 3.34682 0.01 0.00 0.05
F 6.42950 -3.52762 5.25415 0.04 0.00 -0.03
F -2.31836 -2.99821 -2.88140 0.00 0.04 0.01
F -3.95126 -2.20313 -1.70073 0.03 0.02 0.01
O 0.83533 0.01034 2.99688 -0.59 -0.30 -0.29
O 0.80430 4.48353 0.23342 -0.16 0.12 0.04
O 5.21995 -1.97258 3.21193 0.02 -0.03 -0.03
O 6.34896 -0.42159 4.39640 0.01 0.10 0.04
O -4.05134 -1.69693 -4.51891 0.03 -0.04 -0.04
O 1.73181 2.49921 -1.03839 -0.21 -0.18 0.17
O -3.13357 0.18743 -3.66590 -0.03 0.14 0.00
O 2.63627 2.97182 1.26798 -0.16 -0.56 -0.04
N -3.16135 0.98079 1.31693 0.24 -0.04 0.12
N -3.89159 1.80512 -0.79317 0.42 -0.47 -0.14
N -3.08367 3.32058 0.80131 0.44 -0.08 0.22
C 4.87914 -0.11201 1.66705 0.19 -0.08 0.02
C -3.37556 -0.98576 -3.65635 -0.03 -0.14 0.08
C -2.91579 -1.88468 -2.48345 -0.03 0.05 -0.09
C 0.43895 -1.08189 0.70498 0.02 0.32 -0.31
C -0.87215 -1.88384 1.00538 0.06 0.39 0.01
C 4.29218 -0.97027 2.76858 -0.27 0.15 -0.15
C -3.50088 -0.71924 -6.70108 0.19 -0.07 0.14
C -1.48213 1.73431 -0.22765 0.11 0.14 -0.08
C -4.57937 -0.99529 -5.68150 -0.21 0.12 -0.28
C -2.91553 1.97726 0.27828 -0.64 0.02 -0.26
C 7.09881 -2.72261 4.41895 -0.03 0.08 -0.03
C 6.19034 -1.53851 4.00991 0.02 -0.13 0.05
B 0.41354 0.08880 1.70692 0.20 0.04 0.34
H -5.07484 -0.08544 -5.34607 0.10 0.02 0.10
H 2.48483 2.63598 2.16126 0.17 0.21 0.11
H -2.89578 0.05729 0.98979 -0.10 -0.03 -0.09
H 4.13285 0.59255 1.29530 -0.03 0.01 0.00
H -1.22940 2.40313 -1.05160 0.02 0.18 0.14
H 5.73522 0.45747 2.02381 -0.05 0.05 0.03
H -3.94580 -0.25957 -7.58222 -0.02 -0.01 -0.01
H -2.74326 -0.04350 -6.30688 -0.05 0.05 -0.01
H 1.72980 1.53398 -1.07991 0.35 -0.02 -0.10
H 0.39218 -0.72142 -0.32703 0.15 -0.22 -0.07
H -3.45834 3.28676 1.74069 -0.19 0.07 -0.07
H 5.21230 -0.73555 0.83713 -0.06 0.00 -0.03
H -2.22840 3.86168 0.84217 -0.05 0.09 -0.18
H 1.32206 -1.71072 0.80983 0.00 -0.02 0.08
H 3.43366 -1.53044 2.40142 0.04 -0.11 0.06
H -0.66648 -2.94912 1.00205 -0.08 -0.04 0.04
H -1.39966 0.71514 -0.61109 -0.02 0.05 -0.02
H -1.60783 -1.65306 0.24112 0.02 -0.23 0.13
H 3.96646 -0.37510 3.62220 0.11 0.00 0.04
H 0.18836 0.33234 3.63899 0.41 0.34 0.23
H -0.80772 2.49895 2.24477 -0.01 0.30 -0.08
H -4.16299 0.93122 1.48214 0.00 0.11 0.16
H -3.65314 2.36999 -1.60269 -0.18 0.28 0.12
H -5.33419 -1.66810 -6.07820 0.03 -0.08 0.08
H -3.85608 0.84549 -1.12966 -0.07 0.02 0.02
H -1.31885 -1.61252 1.96502 0.08 -0.21 0.11
H -3.01067 -1.64592 -6.99900 -0.06 -0.01 -0.06